(1)
C21H40Cl3CrN4O3SSi | ωB97M-V/def2-TZVPD

Kohn-Sham gap (spin up / spin down) = 3.094 / 3.085 eV
Calculated total energy = -119232.1548 eV
Total charge = -1
<S²> = 6.0152
HOMO (spin up / spin down) = -1.2 / -1.2 eV
LUMO level (spin up / spin down) = 1.87 / 1.86 eV
Spin multiplicity = 5

Each line ends with the Mulliken charge.
CARTESIAN COORDINATES (ANGSTROEM)
C: -1.99 -2.51 -3.80  -1.5356
C: -1.07 -3.02 -2.72  0.4959
H: -1.82 -3.02 -4.76  0.3869
H: -1.86 -1.44 -3.97  0.3115
H: -3.02 -2.67 -3.48  0.2723
C: -0.83 -4.40 -2.66  -0.5124
C: -0.74 -5.25 -3.86  -1.5437
H: -0.91 -4.90 -1.71  0.3474
H: -0.16 -4.78 -4.67  0.3036
H: -1.69 -5.59 -4.30  0.2601
H: -0.17 -6.16 -3.59  0.3892
Cr: -0.20 1.24 1.55  1.2014
Cl: -2.33 1.46 2.19  -0.5976
Cl: 0.65 3.98 -0.70  -0.4655
H: 1.13 5.86 4.45  0.3393
H: -1.16 6.45 3.76  0.3143
C: 1.35 5.45 3.45  -0.9662
C: -0.92 6.11 2.75  -0.8968
N: 0.09 5.07 2.83  0.3582
H: 2.02 4.59 3.51  0.2564
C: -0.17 3.85 2.40  0.4605
O: 0.62 2.87 2.55  -0.8560
H: -1.80 5.66 2.26  0.2645
H: -1.14 3.73 1.89  0.0187
H: 1.81 6.27 2.88  0.3209
H: -0.53 6.96 2.17  0.3135
H: 1.70 -0.34 -2.18  -0.3083
H: 2.86 -3.18 -1.04  0.4149
C: 2.77 -0.45 -1.99  -0.6915
C: 3.59 -2.40 -0.77  -1.1836
N: 2.96 -1.10 -0.71  0.5130
H: 3.28 0.52 -1.99  0.5134
C: 2.70 -0.43 0.43  -0.1379
O: 2.24 0.75 0.47  -0.6704
H: 4.04 -2.65 0.19  0.3265
H: 2.91 -1.01 1.34  0.4228
H: 3.19 -1.09 -2.77  0.3853
H: 4.36 -2.37 -1.57  0.4164
O: -0.05 -1.97 -2.29  -0.4952
C: -1.06 -2.25 -1.37  -1.5551
C: 0.29 -3.60 0.34  0.4657
C: -0.85 -2.86 -0.03  0.4472
H: 1.13 -3.62 -0.36  0.4654
C: 0.36 -4.24 1.58  -0.7316
H: -1.79 -1.46 -1.38  1.0510
C: -1.82 -2.65 0.98  -0.4609
H: 1.26 -4.80 1.84  0.3279
C: -0.72 -4.19 2.47  -0.6221
C: -1.79 -3.34 2.18  -0.4972
H: -2.61 -1.91 0.81  0.3133
H: -0.71 -4.79 3.38  0.5389
H: -2.62 -3.25 2.88  0.3195
Si: -0.29 2.56 -2.06  1.4023
Cl: -0.65 0.45 -0.40  -0.2250
C: 1.44 2.11 -2.67  -1.5597
C: -1.99 3.27 -1.39  -1.2389
C: -0.89 2.93 -3.86  -1.3653
H: 2.14 2.09 -1.82  0.2587
H: 1.79 2.84 -3.40  0.4590
H: 1.40 1.14 -3.18  0.5364
H: -0.31 2.34 -4.58  0.3423
H: -0.72 4.00 -4.05  0.3314
H: -1.96 2.70 -3.98  0.3355
H: -2.08 3.23 -0.29  0.1604
H: -2.83 2.73 -1.85  0.3172
H: -2.04 4.33 -1.72  0.3363
N: -0.43 0.68 4.80  -0.2629
C: -0.20 -0.51 4.22  0.5407
N: -0.60 -1.62 4.86  -0.3785
S: 0.64 -0.61 2.72  -0.4835
H: -1.09 0.76 5.58  0.1876
H: -0.30 1.52 4.23  0.1428
H: -0.46 -2.52 4.40  0.1469
H: -1.33 -1.55 5.57  0.2081

---

(2)
C22H25CdN2O4 | ωB97M-V/def2-TZVPD

Kohn-Sham gap = 6.198 eV
Calculated total energy = -38948.3668 eV
Total charge = -1
HOMO = -3.6 eV
LUMO level = 2.57 eV

Each line ends with the Mulliken charge.
CARTESIAN COORDINATES (ANGSTROEM)
C: 1.36 -2.57 2.09  -0.4630
C: 0.93 -1.25 2.35  -1.1126
C: -0.28 -1.03 1.65  -0.0351
H: 1.45 -0.53 2.95  0.5520
C: -0.62 -2.23 0.99  -0.1678
C: 0.38 -3.17 1.26  -0.8782
H: -1.46 -2.37 0.34  0.3933
C: 3.62 -0.93 -0.56  -1.4880
C: 3.43 -0.36 0.71  -0.2471
C: 2.46 0.66 0.58  -0.5408
H: 3.91 -0.66 1.62  0.4145
C: 2.03 0.73 -0.76  -0.0256
C: 2.77 -0.26 -1.46  -0.5870
H: -0.86 -0.12 1.65  0.3531
H: 0.44 -4.16 0.84  0.4025
H: 2.25 -3.04 2.46  0.4131
H: 2.67 -0.51 -2.50  0.2583
H: 2.08 1.27 1.38  0.4775
H: 4.27 -1.75 -0.80  0.6243
Cd: 1.40 -1.39 0.06  1.1432
C: 1.05 1.71 -1.37  2.7714
C: 1.66 2.23 -2.68  -2.0282
C: 0.78 2.87 -0.42  -2.2359
H: 2.62 2.70 -2.48  0.4450
H: 1.00 2.96 -3.14  0.4993
H: 1.82 1.42 -3.39  0.3203
H: 1.70 3.42 -0.21  0.4618
H: 0.38 2.51 0.53  0.2654
H: 0.07 3.56 -0.86  0.4902
C: -0.25 0.93 -1.64  -0.5329
C: -1.37 1.64 -2.37  0.0358
H: -0.64 0.58 -0.68  -0.3338
H: -0.02 0.02 -2.19  0.5816
O: -1.24 2.66 -3.04  -0.7015
N: -2.59 1.05 -2.24  -0.0122
C: -2.95 -0.03 -1.35  -1.1876
H: -3.34 1.57 -2.67  0.2996
C: -3.27 0.37 0.08  0.8935
C: -3.72 -0.61 0.96  -0.2287
H: -3.82 -1.63 0.62  0.3703
C: -4.03 -0.29 2.27  -0.6411
H: -4.38 -1.06 2.95  0.3759
C: -3.88 1.01 2.73  -0.4535
H: -4.12 1.26 3.75  0.3772
C: -3.43 1.99 1.86  -0.6771
H: -3.31 3.01 2.20  0.3999
C: -3.13 1.67 0.54  -0.1251
H: -2.78 2.44 -0.14  0.3639
H: -2.16 -0.78 -1.33  0.1102
H: -3.82 -0.54 -1.78  0.5304
O: 3.82 -4.62 -0.68  -0.6547
N: 3.79 -3.77 0.16  0.7425
O: 4.56 -3.80 1.06  -0.6039
O: 2.82 -2.80 0.12  -0.4047

---

(3)
CH7N5P | ωB97M-V/def2-TZVPD

Kohn-Sham gap = 8.691 eV
Calculated total energy = -17881.0222 eV
Total charge = +1
HOMO = -14.1 eV
LUMO level = -5.38 eV
Energy above the lowest of the compared OMol25 structures with the same formula, charge and spin = 92.8 kJ/mol

Each line ends with the Mulliken charge.
CARTESIAN COORDINATES (ANGSTROEM)
C: -1.10 -0.62 -0.54  0.5627
N: -1.62 -0.22 -1.66  -0.5999
N: 1.58 0.93 1.82  -0.3401
N: -1.59 -1.50 0.38  -0.5389
N: 0.05 -0.04 0.07  0.0509
N: 1.16 0.91 -0.90  -0.5646
P: 0.17 0.05 1.65  0.3274
H: -1.26 0.59 -2.27  0.2516
H: 2.08 1.06 2.70  0.2747
H: -2.51 -1.96 0.17  0.2871
H: -0.77 -2.14 0.70  0.2900
H: 0.50 1.66 -1.30  0.3054
H: 2.01 1.07 0.92  0.3576
H: 1.32 0.21 -1.74  0.3360

---

(4)
C4H5NO2 | ωB97M-V/def2-TZVPD

Kohn-Sham gap = 9.589 eV
Calculated total energy = -9810.3008 eV
HOMO = -8.7 eV
LUMO level = 0.88 eV
Energy above the lowest of the compared OMol25 structures with the same formula, charge and spin = 387.3 kJ/mol

Each line ends with the Mulliken charge.
CARTESIAN COORDINATES (ANGSTROEM)
C: 1.38 -0.84 1.81  -0.6994
C: 0.51 0.58 0.20  0.5203
C: -0.47 1.36 -0.19  -0.2918
O: -1.43 0.99 -1.13  -0.1825
C: -1.07 -0.05 -1.88  -0.3521
O: -2.10 -0.24 -2.69  -0.3383
N: 1.48 -0.06 0.58  -0.3164
H: 1.34 -1.90 1.56  0.2868
H: 2.29 -0.66 2.39  0.2575
H: 0.51 -0.57 2.41  0.3033
H: -0.60 2.37 0.19  0.3490
H: -1.83 -0.99 -3.25  0.4637

---

(5)
C8H6NO5Ru | ωB97M-V/def2-TZVPD

Kohn-Sham gap (spin up / spin down) = 4.778 / 6.428 eV
Calculated total energy = -22674.5021 eV
Total charge = +2
<S²> = 8.7739
HOMO (spin up / spin down) = -13.8 / -19.2 eV
LUMO level (spin up / spin down) = -9.01 / -12.80 eV
Energy above the lowest of the compared OMol25 structures with the same formula, charge and spin = 206.5 kJ/mol
Spin multiplicity = 6

Each line ends with the Mulliken charge.
CARTESIAN COORDINATES (ANGSTROEM)
O: -2.11 -2.11 -3.86  -0.0493
C: -2.04 -1.53 -2.86  0.0735
Ru: -1.57 1.24 1.29  0.3824
C: 0.28 1.43 1.68  0.1924
O: 1.47 1.49 1.89  -0.2322
C: -1.89 2.48 2.88  0.4748
O: -1.90 3.21 3.90  -0.1290
C: -2.08 -0.45 2.01  0.3659
O: -2.44 -1.46 2.46  -0.0925
C: -2.03 2.26 -0.30  0.4113
O: -2.38 2.89 -1.22  -0.0978
H: -1.65 -0.45 -1.16  0.3248
C: 2.69 -1.83 -0.95  -1.1781
C: 2.07 -0.44 -0.59  -0.1787
C: 0.62 -0.25 -0.62  0.3025
N: -0.55 -0.07 -0.58  -0.2153
H: 2.40 -2.57 -0.20  0.3578
H: 3.81 -1.74 -0.97  0.3477
H: 2.34 -2.22 -1.93  0.3524
H: 2.40 -0.17 0.43  0.2424
H: 2.55 0.30 -1.28  0.3449

---

(6)
C7H11NO2S2 | ωB97M-V/def2-TZVPD

Kohn-Sham gap (spin up / spin down) = 6.685 / 7.222 eV
Calculated total energy = -34687.2547 eV
HOMO (spin up / spin down) = -8.1 / -8.1 eV
LUMO level (spin up / spin down) = -1.38 / -0.83 eV
Energy above the lowest of the compared OMol25 structures with the same formula, charge and spin = 599.2 kJ/mol

Each line ends with the Mulliken charge.
CARTESIAN COORDINATES (ANGSTROEM)
C: 1.10 0.28 -0.31  -0.0915
C: -0.31 0.45 -0.23  0.5541
C: -2.67 -0.24 0.10  0.2410
C: 1.74 2.33 0.88  -0.9394
C: -2.08 -2.88 0.14  -1.4708
C: 1.91 1.54 -0.46  -0.8894
C: -0.89 -1.86 -0.02  -0.3917
N: -1.36 -0.49 0.05  0.0914
O: 3.70 -0.39 -0.29  -0.4773
O: -0.78 1.72 -0.36  -0.5232
S: -3.65 0.97 -0.13  -0.3356
S: 2.45 -1.08 0.00  0.3392
H: 2.34 2.05 1.77  0.2809
H: 0.76 2.52 1.07  0.3697
H: 2.15 3.43 0.60  0.2323
H: -1.59 -3.90 0.27  0.3396
H: -2.80 -2.45 0.82  0.4005
H: -2.52 -2.81 -0.76  0.4647
H: 2.93 1.36 -0.57  0.5755
H: 1.62 1.86 -1.47  0.2664
H: -0.22 -2.17 0.82  0.3102
H: -0.29 -2.11 -0.94  0.3896
H: -1.52 1.88 -0.98  0.2638

---

(7)
C3H6LaO3 | ωB97M-V/def2-TZVPD

Kohn-Sham gap = 5.993 eV
Calculated total energy = -10172.3039 eV
Total charge = +3
HOMO = -23.0 eV
LUMO level = -16.97 eV
Energy above the lowest of the compared OMol25 structures with the same formula, charge and spin = 164.5 kJ/mol

Each line ends with the Mulliken charge.
CARTESIAN COORDINATES (ANGSTROEM)
H: 1.08 -1.66 1.00  0.3205
O: -0.17 0.11 -1.41  -0.6106
C: -0.71 -0.20 -0.35  0.8591
O: -0.56 0.66 0.64  -0.2272
La: 2.63 0.74 -1.19  2.6754
O: -0.71 -1.43 0.07  -0.2587
C: 0.52 -2.15 0.20  -0.4421
H: 1.09 -2.16 -0.74  0.1028
H: 0.31 -3.19 0.48  0.2873
C: -0.84 2.05 0.34  -0.6165
H: 0.12 2.52 0.56  0.2201
H: -1.16 2.35 -0.66  0.3911
H: -1.61 2.38 1.05  0.2987

---

(8)
C8H5BrOS | ωB97M-V/def2-TZVPD

Kohn-Sham gap (spin up / spin down) = 7.491 / 7.492 eV
Calculated total energy = -91299.0676 eV
HOMO (spin up / spin down) = -8.5 / -8.5 eV
LUMO level (spin up / spin down) = -0.97 / -0.97 eV
Energy above the lowest of the compared OMol25 structures with the same formula, charge and spin = 334.0 kJ/mol

Each line ends with the Mulliken charge.
CARTESIAN COORDINATES (ANGSTROEM)
C: -1.38 -0.36 -0.56  -0.3943
C: -0.59 0.85 -0.50  -0.5290
C: -0.81 -1.53 -0.39  -0.7384
C: 0.75 0.82 -0.28  -0.4588
C: 0.61 -1.58 0.07  0.9463
C: 1.49 -0.31 0.10  0.7929
C: 1.11 -2.74 0.65  0.0128
C: 2.82 -0.50 0.31  -0.6350
O: 1.26 -3.36 1.70  -0.5436
S: 1.36 -2.89 -1.08  -0.0677
Br: 4.09 1.00 0.23  -0.2041
H: -2.47 -0.35 -0.78  0.3199
H: -0.99 1.80 -0.86  0.3483
H: -1.15 -2.56 -0.48  0.3822
H: 1.28 1.77 -0.07  0.2468
H: 3.35 -1.34 0.61  0.5220